Formula: C3H12Si2
Source: OMol25
Level of theory: ωB97M-V/def2-TZVPD

Calculated values
Energy relative to the best compared isomer or geometry (same formula, charge and spin), kcal/mol: 22.07
HOMO, Eh: -0.318
Lowest unoccupied orbital energy, eV: 0.8495

ORCA input file:
```
! RIJCOSX wB97M-V def2-TZVPD def2/J DEFGRID3
* xyz 0 1
C 0.29323 -2.59580 -0.33220
C -1.52877 -0.03696 -1.14667
C 0.39779 0.41477 1.56027
Si 0.91649 2.13245 1.13860
Si 0.17341 -0.70289 -0.54779
H -0.13544 -3.10992 -1.20250
H 1.36260 -2.96092 -0.06575
H -0.13189 -2.84642 0.61081
H -1.19204 0.97535 -1.57810
H -2.06682 -0.68510 -1.95807
H -2.34072 0.02861 -0.48557
H 1.05435 -0.22169 2.16251
H -0.54798 0.39266 1.99362
H 0.71029 3.03149 2.39277
H -0.24752 2.52556 0.32993
H 2.18267 2.29752 0.56809
H 1.33078 0.06443 -0.99893
*
```

Formula: C17H15F7O6
Source: OMol25
Level of theory: ωB97M-V/def2-TZVPD

Calculated values
SMILES: O=C1C=CC(=O)C(C(F)(F)C(F)(F)C(F)(F)F)=C1.O=C1CCCO1.O=C1CCCO1
HOMO, Eh: -0.372
Lowest unoccupied orbital energy, eV: -1.5872

ORCA input file:
```
! RIJCOSX wB97M-V def2-TZVPD def2/J DEFGRID3
* xyz 0 1
O 3.76422 -3.45546 0.77563
C 2.95211 -2.68509 0.24475
C 3.30935 -1.17094 -0.16364
C 2.86576 -0.73779 -1.44172
C 2.01225 -1.80231 -2.29280
O 2.17812 -1.97120 -3.50915
C 0.99178 -2.67184 -1.39823
C -0.45687 -2.93461 -1.97063
F -0.66599 -2.08086 -3.08743
F -0.49657 -4.26298 -2.47600
C -1.65345 -2.77902 -0.93704
F -1.59821 -3.68793 0.15051
F -2.83459 -3.15167 -1.65087
C -1.92856 -1.30352 -0.39906
F -2.70759 -0.58876 -1.31506
F -0.79802 -0.53963 -0.12581
F -2.61401 -1.44592 0.83879
C 1.45460 -3.12467 -0.15320
H 3.88745 -0.48813 0.53330
H 3.06341 0.30684 -1.83069
H 0.81675 -3.73049 0.55743
O -3.82241 1.83014 5.91460
C -3.31950 1.01310 5.19054
O -2.56524 1.32376 4.10184
C -2.21673 0.12108 3.40533
C -2.34030 -0.98272 4.43046
C -3.46165 -0.48060 5.31631
H -2.90735 -0.00956 2.56946
H -1.20110 0.20440 3.01474
H -2.53433 -1.96134 3.98812
H -1.41629 -1.05339 5.01281
H -4.44301 -0.77781 4.93956
H -3.33278 -0.80116 6.34950
O 1.03170 3.34877 -0.43761
C 1.39623 3.44658 -1.57840
O 1.38333 2.41800 -2.47077
C 1.98415 2.84802 -3.69962
C 1.87001 4.35527 -3.69251
C 1.96927 4.68323 -2.21684
H 3.02481 2.50989 -3.71631
H 1.45442 2.40188 -4.54254
H 2.62823 4.84710 -4.30366
H 0.88729 4.65446 -4.06947
H 3.00636 4.80226 -1.89473
H 1.38291 5.56460 -1.95989
*
```

Formula: C10H8Cl20IO4P
Source: OMol25
Level of theory: ωB97M-V/def2-TZVPD

Calculated values
SMILES: C#CO[P@](=O)(O)O[C@H](I)CC.ClC(Cl)(Cl)Cl.ClC(Cl)(Cl)Cl.ClC(Cl)(Cl)Cl.ClC(Cl)(Cl)Cl.ClC(Cl)(Cl)Cl
HOMO, Eh: -0.349
Lowest unoccupied orbital energy, eV: -1.0619

ORCA input file:
```
! RIJCOSX wB97M-V def2-TZVPD def2/J DEFGRID3
* xyz 0 1
C 4.79692 -1.72010 -0.00084
C 3.67233 -1.15459 0.67217
O 2.45448 -0.37744 1.07862
P 2.25942 0.96547 -0.02352
O 3.10179 0.70397 -1.34478
O 2.93415 2.39131 0.78669
O 0.60951 1.33075 -0.44462
C -0.05823 0.20531 -1.12234
I 0.13717 0.38277 -3.33811
C -1.66208 0.21823 -0.66589
C -2.13574 -1.17731 0.05558
H 5.66733 -1.96390 -0.78072
H 2.11845 2.92019 1.07501
H 0.35581 -0.84765 -0.78465
H -1.77959 1.15818 0.03780
H -2.31317 0.43941 -1.62085
H -3.07936 -0.93137 0.70294
H -2.34547 -1.96139 -0.80787
H -1.28787 -1.64987 0.74759
C -2.67939 -4.34327 -3.09116
Cl -3.29513 -4.44443 -4.75993
Cl -1.21880 -3.32327 -3.05783
Cl -3.92745 -3.62790 -2.03990
Cl -2.27602 -5.97738 -2.50684
C -0.22747 4.82119 -0.81420
Cl 0.27242 6.41369 -0.19109
Cl 1.12863 4.07709 -1.69859
Cl -0.69625 3.77129 0.54687
Cl -1.61460 5.02252 -1.91411
C 6.37259 1.95563 2.53749
Cl 7.96847 1.59106 3.24065
Cl 5.21243 2.30128 3.84492
Cl 6.50443 3.37580 1.46965
Cl 5.80481 0.55442 1.59478
C -0.82750 -3.80612 3.59632
Cl -2.26770 -2.88734 3.09052
Cl 0.63056 -3.05641 2.89860
Cl -0.70904 -3.79351 5.37407
Cl -0.96359 -5.48725 3.02210
C -5.32748 1.58617 -1.07294
Cl -5.94323 1.48500 -2.74171
Cl -3.86690 2.60616 -1.03960
Cl -6.57555 2.30153 -0.02167
Cl -4.92411 -0.04795 -0.48862
*
```

Formula: C5HCoN13O3
Source: OMol25
Level of theory: ωB97M-V/def2-TZVPD

Calculated values
Energy relative to the best compared isomer or geometry (same formula, charge and spin), kcal/mol: 34.40
HOMO (alpha / beta), Eh: -0.224 / -0.223
Lowest unoccupied orbital energy (alpha / beta), eV: 1.1375 / -0.0563

ORCA input file:
```
! RIJCOSX wB97M-V def2-TZVPD def2/J DEFGRID3
* xyz -1 5
Co 0.01789 -0.05091 -0.13459
N -2.00319 -1.83939 1.90765
C -0.75572 -1.50489 2.36831
N -0.26281 -1.83149 3.54130
N 0.99002 -1.30579 3.53664
N 1.23041 -0.70690 2.42673
N 0.12566 -0.82145 1.64211
C -2.52416 -1.40365 0.71333
N -3.76106 -1.63008 0.33251
N -3.86448 -1.01987 -0.87401
N -2.75687 -0.46022 -1.20065
N -1.85804 -0.68889 -0.20559
H -2.62180 -2.32343 2.53406
O -0.54174 2.17620 1.77891
C -0.22590 1.83424 0.70609
N 3.48429 -4.69928 -3.03657
C 3.21847 -3.72555 -2.46979
N 3.01688 -2.60124 -1.82793
C 2.06403 -1.93103 -1.39776
N 1.22751 -1.21952 -0.97411
O -0.21920 2.85056 -0.35662
N 0.02496 2.36682 -1.58089
O -0.15728 1.21416 -1.69996
*
```

Calculated maximum force, 0.07952; 0.07334; 0.20671; 0.04080 Eh/bohr (same order as the records).